Entry from the Open Molecules 2025 dataset: a structure of composition C21H23N4O4S4Ti (ωB97M-V/def2-TZVPD).

```
! RIJCOSX wB97M-V def2-TZVPD def2/J DEFGRID3
* xyz 3 1
Ti 1.0748 0.7780 -0.6610
O 5.4837 -1.4638 0.2166
S 6.2493 -0.2503 -0.8586
O 6.6931 -1.0389 -1.9598
N 4.8447 0.4867 -1.3626
C 3.7348 0.3257 -0.8108
O 2.6097 0.8515 -1.4600
C 3.3737 -0.4343 0.3862
C 1.9932 -0.1595 0.9672
C 1.1961 -1.3847 1.3870
C 3.0170 -2.9014 2.3616
C 4.0223 -2.5740 1.5729
C 4.2664 -1.3978 0.7154
H 2.0513 0.5570 1.7881
H 0.1999 -1.0830 1.7207
H 2.9973 -3.8286 2.9147
H 4.8245 -3.3034 1.5175
C 1.0050 5.1270 0.2210
S 1.6581 3.7901 -0.7414
C 0.7514 4.0143 -2.2483
O 0.9189 2.5186 -0.1025
H -0.0796 5.0403 0.2668
H 1.3157 6.0548 -0.2654
H 1.4514 5.0696 1.2125
H 1.0181 3.2047 -2.9263
H 1.0651 4.9634 -2.6882
H -0.3124 4.0283 -2.0173
N -1.2916 0.4034 -3.1976
C -2.0676 0.4177 -2.0790
S -1.3560 0.3913 -0.4948
N -3.3578 0.5557 -2.2467
C -4.4203 0.6711 -1.2716
C -4.4519 -0.1024 -0.1235
C -5.5173 0.0488 0.7524
C -6.5338 0.9523 0.4757
C -6.5026 1.6962 -0.6963
C -5.4442 1.5542 -1.5780
H -0.4487 -0.1494 -3.1748
H -1.7525 0.3529 -4.0975
H -3.6788 0.6689 -3.2015
H -3.6887 -0.8445 0.0714
H -5.5653 -0.5633 1.6438
H -7.3592 1.0655 1.1662
H -7.3056 2.3831 -0.9297
H -5.4218 2.1279 -2.4994
S 0.9811 -1.7689 -1.2530
C 0.9973 -2.3763 0.2659
N 1.8230 -2.0430 2.6320
C 0.7871 -2.7509 3.4179
C 0.1387 -3.7903 2.9237
C 0.3070 -4.3807 1.5947
C 0.7199 -3.7847 0.4620
H 2.1574 -1.2726 3.2134
H 0.6376 -2.3664 4.4177
H -0.5645 -4.2783 3.5891
H 0.0136 -5.4215 1.5113
H 0.7420 -4.3861 -0.4394
*
```

- Orbital gap: 5.80 eV
- F_max: 2.17 eV/A
- LUMO level: -10.48 eV